This record from the OMol25 dataset describes an isolated molecule of C4H8O2 in a non-equilibrium geometry. The level of theory is wB97M-V/def2-TZVPD.

Properties
- molar mass (u) = 88.11
- electronic energy (Ha) = -307.60626
- HOMO-LUMO gap (eV) = 8.28
- energy relative to the best compared isomer or geometry (same formula, charge and spin) (kcal per mole) = 66.63

```
! wB97M-V def2-TZVPD RIJCOSX def2/J DEFGRID3
* xyz 0 1
H -1.43 -1.24 0.99
H -1.41 1.82 0.00
H -2.14 -0.62 -0.50
H 0.25 2.14 0.46
H -0.82 1.24 1.56
C -0.54 1.40 0.51
O 1.64 -1.54 0.10
H 1.00 0.98 -1.15
H 2.55 -1.59 -0.21
C 1.20 -0.30 -0.16
C -1.21 -0.98 -0.05
H -0.93 -1.90 -0.57
O 1.99 0.51 -0.82
C -0.14 0.08 -0.15
*
```

This record from the OMol25 dataset describes a structure of composition C7H28N15NiO10 in a non-equilibrium geometry. The level of theory is wB97M-V/def2-TZVPD.

Properties
- molar mass (u) = 541.09
- electronic energy (Ha) = -3365.50826
- HOMO-LUMO gap (alpha / beta) (eV) = 6.35 / 8.47
- energy relative to the best compared isomer or geometry (same formula, charge and spin) (kcal per mole) = 0.00

```
! wB97M-V def2-TZVPD RIJCOSX def2/J DEFGRID3
* xyz 0 4
O -3.41 2.74 2.14
H 5.00 -3.02 2.28
Ni 3.22 -1.07 -1.07
O -0.45 0.72 -0.64
H 0.31 -2.08 2.49
H -1.87 0.40 -2.00
H -2.34 -2.39 -0.30
C -1.34 -2.58 3.37
H 1.96 -4.37 2.36
O 3.55 -2.19 0.79
H -4.74 3.85 -0.36
H -2.96 3.48 -0.86
N -3.26 1.39 -3.78
C -3.60 3.10 1.02
H -1.87 2.47 0.10
N -1.66 0.13 -2.95
O -2.03 -3.34 3.90
N -4.68 3.68 0.64
N 1.47 3.12 -2.00
O -2.01 0.15 -5.12
N 0.35 0.04 0.03
C 4.14 1.34 0.74
O 0.13 -4.17 -0.56
H 6.13 1.40 0.56
H -0.87 -2.13 0.59
O 3.90 0.56 -0.18
H -2.79 -3.88 -1.30
N -0.05 -2.63 3.26
N -1.95 -4.41 -1.13
H 4.05 -4.40 2.97
N 4.19 -3.61 2.35
C -0.96 -3.67 -0.66
H -5.30 4.11 1.31
H 0.26 -3.56 3.50
H -0.75 -0.28 -3.08
N -0.41 3.91 -2.53
C 0.84 3.92 -2.71
H -3.48 1.67 -2.84
C 3.27 -3.11 1.53
H 2.21 1.94 1.15
H 1.41 -3.53 0.92
H 5.53 2.24 1.96
H -0.93 4.75 -2.78
H -2.81 -1.39 2.64
H -1.14 -0.83 2.47
H 2.48 3.06 -1.91
H -2.03 -5.40 -0.95
N -1.37 -2.64 -0.13
N 2.14 -3.76 1.57
N -1.81 -1.54 2.71
H 1.04 2.66 -1.21
O 1.42 -0.43 -0.34
O 0.13 -0.10 1.26
H 3.49 2.67 1.91
O 1.35 4.64 -3.48
N 5.35 1.79 1.07
N -2.71 3.03 0.01
N 3.18 1.84 1.43
H -3.89 1.70 -4.51
H -0.72 3.48 -1.67
C -2.34 0.52 -3.98
*
```

This record from the OMol25 dataset describes a cluster of 2 separate species, C2H4N2OS in total in a non-equilibrium geometry. The level of theory is wB97M-V/def2-TZVPD.

Properties
- molar mass (u) = 104.13
- electronic energy (Ha) = -661.45204
- HOMO-LUMO gap (eV) = 7.97
- energy relative to the best compared isomer or geometry (same formula, charge and spin) (kcal per mole) = 83.77

```
! wB97M-V def2-TZVPD RIJCOSX def2/J DEFGRID3
* xyz 0 1
C 0.77 0.84 1.09
N 0.13 -1.04 -1.29
H 1.70 0.68 0.42
H -0.18 -1.47 -2.13
N -0.42 0.46 0.56
H -1.00 0.52 1.51
C -0.78 -0.31 -0.61
H 1.43 -0.55 -0.90
O 0.86 1.33 2.16
S -2.52 -0.45 -0.82
*
```

This record from the OMol25 dataset describes a structure of composition C4H10O2. The level of theory is wB97M-V/def2-TZVPD.

Properties
- molar mass (u) = 90.12
- electronic energy (Ha) = -308.74507
- HOMO-LUMO gap (eV) = 8.93
- energy relative to the best compared isomer or geometry (same formula, charge and spin) (kcal per mole) = 96.06

```
! wB97M-V def2-TZVPD RIJCOSX def2/J DEFGRID3
* xyz 0 1
H -0.58 0.70 1.43
H -0.28 -1.07 -0.20
O -1.14 -1.38 0.62
C 0.28 0.23 -0.49
H -2.95 0.61 0.54
H -2.32 0.46 -1.12
C -2.14 0.90 -0.13
H 3.47 -0.22 0.00
H -2.13 1.99 -0.24
H 2.62 -0.29 -1.57
H -0.68 -1.69 1.42
H 2.25 -1.49 -0.31
O 1.55 0.43 0.07
C -0.81 0.46 0.40
H 0.17 0.59 -1.52
C 2.51 -0.44 -0.48
*
```

- The highest electronic energy belongs to which entry?
  C4H8O2